Molecular formula: C3H5F3O3S2
Method: DFT, ωB97M-V with the def2-TZVPD basis set

```
16
Properties=species:S:1:pos:R:3:nbo_charge:R:1
C 2.745 0.132 0.467 -0.862
C -1.348 -0.694 -0.400 -0.519
C -2.776 -0.435 -0.238 0.908
O 0.467 -0.427 1.796 -0.749
O 1.641 2.468 -0.313 -0.909
O 1.025 0.520 -1.679 -0.912
F -3.482 -0.834 -1.341 -0.326
F -3.347 -0.875 0.908 -0.318
F -3.053 0.890 -0.265 -0.341
S -0.196 0.605 1.045 0.858
S 1.401 1.056 -0.365 1.889
H 2.637 -0.922 0.277 0.256
H 3.631 0.586 0.104 0.260
H 2.555 0.043 1.560 0.286
H -0.861 -0.462 -1.372 0.267
H -1.039 -1.653 -0.184 0.210
```

Properties
- M: 210.2 u
- 2S+1: 3
- Highest occupied orbital energy (alpha / beta): -0.277 / -0.387 hartree
- Lowest unoccupied orbital energy (alpha / beta): -0.25 / -3.42 eV


Molecular formula: C5H8NO
Method: DFT, ωB97M-V with the def2-TZVPD basis set

```
15
Properties=species:S:1:pos:R:3:nbo_charge:R:1
C -2.257 0.789 -0.158 -0.145
C -1.108 0.642 -0.371 -0.236
C -3.706 0.794 0.043 -0.683
C 1.891 -1.555 0.141 -0.700
C 1.920 -0.094 -0.391 -0.115
N 2.970 0.558 -0.087 -0.167
O 3.207 1.789 -0.434 -0.692
H -4.023 1.910 0.204 0.219
H -4.047 0.106 0.929 0.221
H -4.161 0.414 -0.975 0.221
H 1.232 -1.481 1.019 0.199
H 2.914 -1.918 0.364 0.151
H 1.402 -2.288 -0.457 0.196
H 0.064 0.407 -0.221 0.273
H 3.702 -0.070 0.396 0.259
```

Properties
- M: 98.1 u
- Highest occupied orbital energy (alpha / beta): -0.107 / -0.107 hartree
- Lowest unoccupied orbital energy (alpha / beta): 3.52 / 3.52 eV
- Total charge: -1
- Relative energy (zero: lowest compared OMol25 entry of this formula, charge and spin): 4.494 eV


no.,total energy (eV)
1,-39151.8452
2,-8846.7421